The following is a DFT calculation (wB97M-V/def2-TZVPD) of a molecular structure, C15H17CdNS2.

XYZ file:
```
36
Properties=species:S:1:pos:R:3
C 0.599 -1.220 -1.972
C 0.122 2.252 -2.700
C -0.687 -1.248 -2.632
H 1.249 -1.965 -2.459
C -0.946 2.162 -1.895
H 0.429 3.210 -3.132
H -1.003 -2.193 -3.069
H -1.461 3.063 -1.541
C -1.699 -0.209 -2.533
H -2.668 -0.714 -2.349
H -1.814 0.288 -3.515
C 1.340 0.130 -1.918
H 2.424 -0.064 -1.967
H 1.191 0.622 -0.946
C 0.988 1.098 -3.086
H 0.549 0.510 -3.902
H 1.936 1.500 -3.469
C -1.527 0.870 -1.399
H -2.534 1.083 -1.010
H -0.946 0.454 -0.557
Cd 1.610 -2.018 0.962
H 0.735 -1.733 -0.601
S 2.155 -2.802 3.230
C 1.158 -1.531 3.742
N 0.531 -0.718 2.883
C -0.110 0.352 3.495
C -0.756 1.430 2.856
C -1.121 2.531 3.616
C -0.891 2.570 4.997
C -0.318 1.475 5.659
C 0.072 0.372 4.900
S 0.957 -1.048 5.432
H -0.922 1.364 1.784
H -1.595 3.394 3.135
H -1.158 3.459 5.575
H -0.148 1.450 6.731
```

Its molecular weight is 387.9 g mol⁻¹. Its multiplicity is 1. As for the energy relative to the best compared isomer or geometry (same formula, charge and spin): 103.7 kJ/mol. The calculation puts the HOMO-LUMO gap (spin up / spin down) at 6.678 / 6.678 eV.

---

The following is a DFT calculation (wB97M-V/def2-TZVPD) of a molecular structure, C15H17CrN11OS.

XYZ file:
```
46
Properties=species:S:1:pos:R:3
Cr 1.222 0.653 -0.922
N -1.861 3.776 -0.790
C -0.814 2.916 -0.712
S -0.924 1.454 -1.662
N 0.183 3.190 0.068
N 1.168 2.273 0.097
C 2.253 2.578 0.804
C 3.196 1.542 0.925
C 4.328 1.554 1.764
C 5.090 0.420 1.890
C 4.736 -0.719 1.151
C 3.632 -0.667 0.327
N 2.871 0.420 0.199
H -2.446 3.678 -1.604
H -1.706 4.707 -0.433
H 2.329 3.538 1.297
H 4.563 2.451 2.315
H 5.934 0.385 2.563
H 5.306 -1.631 1.223
H 3.331 -1.532 -0.254
O 1.494 -0.346 -2.248
N 1.717 -0.720 -3.445
C 2.165 -1.948 -3.702
C 2.389 -2.321 -5.034
N 2.596 -2.659 -6.114
C 2.485 -2.867 -2.690
N 2.766 -3.542 -1.800
C -3.961 -2.192 -0.175
C -4.256 -1.117 0.865
C -4.227 0.279 0.245
C -3.265 -1.211 2.041
N -1.921 -0.945 1.618
C -1.177 0.176 1.737
N -0.024 -0.038 1.142
N -0.083 -1.284 0.656
N -1.191 -1.825 0.936
H -4.721 -2.185 -0.952
H -3.954 -3.177 0.286
H -2.992 -2.027 -0.641
H -5.253 -1.298 1.284
H -3.257 0.500 -0.198
H -4.454 1.039 0.990
H -4.969 0.353 -0.545
H -3.289 -2.220 2.460
H -3.532 -0.493 2.820
H -1.477 1.082 2.219
```

Its molecular weight is 451.4 g mol⁻¹. Its multiplicity is 5. As for the energy relative to the best compared isomer or geometry (same formula, charge and spin): 184.6 kJ/mol. The calculation puts the HOMO-LUMO gap (spin up / spin down) at 6.414 / 7.122 eV.

---

The following is a DFT calculation (wB97M-V/def2-TZVPD) of a molecular structure, C15H17FKN2O2Si.

XYZ file:
```
39
Properties=species:S:1:pos:R:3
K -0.027 -0.039 -0.286
C 4.942 -1.577 -1.062
Si 3.728 -0.131 -0.941
C 2.743 -0.116 -2.543
C 4.794 1.435 -0.962
N 2.629 -0.210 0.342
C 2.895 -0.180 1.652
C 4.177 -0.094 2.261
C 4.378 -0.040 3.634
C 3.319 -0.073 4.527
C 2.031 -0.169 3.992
C 1.871 -0.224 2.635
F 0.575 -0.318 2.165
H 5.561 -1.445 -1.954
H 4.418 -2.531 -1.141
H 5.600 -1.634 -0.193
H 3.377 -0.072 -3.431
H 2.070 0.745 -2.585
H 2.125 -1.015 -2.632
H 5.425 1.415 -1.857
H 5.442 1.519 -0.089
H 4.177 2.335 -1.001
H 5.054 -0.065 1.624
H 5.398 0.031 3.995
H 3.470 -0.027 5.596
H 1.137 -0.203 4.603
O -4.004 2.004 -0.156
C -2.837 1.677 -0.398
O -2.362 0.574 -0.751
C -1.808 2.846 -0.240
C -2.309 4.145 -0.142
C -1.433 5.204 -0.026
C -0.071 4.945 0.011
C 0.344 3.628 -0.073
N -0.495 2.601 -0.206
H -3.383 4.263 -0.158
H -1.805 6.220 0.041
H 0.658 5.738 0.109
H 1.403 3.390 -0.032
```

Its molecular weight is 343.5 g mol⁻¹. As for the total charge: -1. Its multiplicity is 1. As for the energy relative to the best compared isomer or geometry (same formula, charge and spin): 0.0 kJ/mol. The calculation puts the HOMO-LUMO gap at 6.436 eV.

---

The following is a DFT calculation (wB97M-V/def2-TZVPD) of a molecular structure, C15H17N2RhS2.

XYZ file:
```
37
Properties=species:S:1:pos:R:3
C -2.963 1.972 -1.383
C -2.108 3.004 -1.432
H -3.481 1.701 -0.464
H -2.851 1.164 -2.076
H -1.354 3.034 -2.186
H -1.844 3.557 -0.531
Rh 1.083 -0.752 -0.587
C 0.872 -1.696 -2.331
C 0.473 -0.356 -2.451
C 2.638 -0.340 -1.674
C 2.231 -1.707 -1.822
H -0.449 0.065 -2.875
H 1.457 1.561 -2.120
H 3.590 0.004 -1.283
C 1.533 0.474 -2.040
H 2.794 -2.595 -1.540
H 0.309 -2.577 -2.638
C 2.011 2.989 0.885
C 0.893 2.322 1.604
N 0.286 1.229 1.204
C -0.376 0.527 2.217
C -0.324 1.190 3.455
S 0.586 2.650 3.350
C -0.898 -0.817 1.912
C -1.682 -1.569 2.769
S -1.944 -3.132 2.145
C -0.983 -2.802 0.710
N -0.519 -1.564 0.738
C -0.760 -3.908 -0.281
H 1.820 4.063 0.735
H 2.903 2.866 1.518
H 2.150 2.481 -0.077
H -0.742 0.784 4.374
H -2.136 -1.158 3.669
H -0.966 -4.828 0.308
H -1.520 -3.861 -1.096
H 0.274 -3.974 -0.704
```

Its molecular weight is 392.4 g mol⁻¹. As for the total charge: +2. Its multiplicity is 5. The calculation puts the HOMO-LUMO gap (spin up / spin down) at 5.987 / 4.349 eV.

---

The following is a DFT calculation (wB97M-V/def2-TZVPD) of a single C15H17N3O2 molecule.

XYZ file:
```
37
Properties=species:S:1:pos:R:3
C -4.765 -3.138 0.533
C -4.890 -1.714 0.010
C -3.565 -0.963 0.099
C -3.674 0.458 -0.417
O -4.710 0.924 -0.841
C -2.437 1.242 -0.370
C -2.325 2.557 -0.806
N -1.064 2.960 -0.619
C -0.325 1.949 -0.066
C 1.093 2.208 0.210
O 1.605 3.283 -0.058
N 1.772 1.189 0.789
C 3.190 1.261 1.046
C 3.974 0.242 0.265
C 5.119 -0.345 0.790
C 5.815 -1.269 0.029
C 5.332 -1.579 -1.233
N 4.243 -1.030 -1.743
C 3.589 -0.144 -1.017
C -1.157 0.864 0.099
H -4.030 -3.696 -0.044
H -4.455 -3.139 1.576
H -5.720 -3.654 0.460
H -5.220 -1.726 -1.030
H -5.643 -1.171 0.584
H -2.798 -1.480 -0.484
H -3.222 -0.924 1.136
H -3.085 3.183 -1.228
H -0.658 3.859 -0.833
H 1.309 0.308 0.943
H 3.383 1.137 2.118
H 3.496 2.272 0.753
H 5.461 -0.077 1.781
H 6.709 -1.740 0.409
H 5.834 -2.298 -1.866
H 2.710 0.284 -1.481
H -0.892 -0.093 0.505
```

Its molecular weight is 271.3 g mol⁻¹. As for the structure (SMILES): CCCC(=O)c1c[nH]c(C(=O)NCc2cccnc2)c1. Its multiplicity is 1. As for the energy relative to the best compared isomer or geometry (same formula, charge and spin): 0.0 kJ/mol. The calculation puts the HOMO-LUMO gap at 9.501 eV.

---

The following is a DFT calculation (wB97M-V/def2-TZVPD) of a single C15H17N3O5 molecule.

XYZ file:
```
40
Properties=species:S:1:pos:R:3
N 1.191 -0.811 0.923
C 0.130 -0.183 0.117
C -0.574 0.943 0.917
C -1.318 0.400 2.140
C -0.717 0.459 3.373
N -1.454 -0.399 4.271
C -2.607 -0.780 3.537
C -3.702 -1.591 4.000
C -4.498 -2.113 3.003
C -4.394 -2.041 1.646
C -3.262 -1.234 1.233
C -2.446 -0.532 2.167
C 0.661 0.485 -1.227
O -0.057 0.878 -2.137
N 2.054 0.609 -1.242
C 2.857 1.085 -2.435
C 2.839 -0.060 -3.342
C 3.759 -0.057 -4.668
O 4.540 -1.003 -4.720
O 3.776 0.933 -5.460
C 2.224 2.337 -2.996
O 2.419 2.593 -4.119
O 1.380 3.140 -2.252
H 1.074 -1.862 0.751
H 0.910 -0.708 1.950
H -0.642 -0.893 -0.323
H -1.344 1.318 0.206
H 0.168 1.716 1.146
H 0.348 0.771 3.735
H -1.397 -0.328 5.329
H -3.950 -2.050 4.903
H -5.458 -2.469 3.455
H -5.131 -2.504 0.925
H -3.130 -0.991 0.191
H 2.545 0.155 -0.406
H 3.890 1.310 -1.998
H 2.997 -1.002 -2.826
H 1.733 -0.084 -3.556
H 3.340 1.692 -4.873
H 1.246 2.869 -1.337
```

Its molecular weight is 319.3 g mol⁻¹. As for the structure (SMILES): N[C@@H](Cc1c[nH]c2ccccc12)C(=O)N[C@@H](CC(=O)O)C(=O)O. Its multiplicity is 1. As for the energy relative to the best compared isomer or geometry (same formula, charge and spin): 354.5 kJ/mol. The calculation puts the HOMO-LUMO gap at 8.903 eV.